No. 1
DFT (ωB97M-V with the def2-TZVPD basis set) results for C35H59F3N11O4S2 as an isolated structure.

## Properties
* max |F|: 13.1 eV/A
* 2S+1: 1
* electronic energy: -3367.5038 Eh
* LUMO level: -2.69 eV
* charge: +1
* frontier orbital gap: 7.2 eV

Cartesian coordinates (Å):
1 C 8.25945 -1.65519 3.01172
2 C 7.54770 -0.23207 3.41874
3 O 6.22158 -0.24527 2.81740
4 C 5.65919 1.09110 2.71041
5 C 4.64669 1.25555 1.42989
6 O 3.29023 0.82060 1.73708
7 C 2.29680 1.50718 0.92746
8 C 1.20455 0.41020 0.37915
9 O 0.00673 0.32876 1.21097
10 C -1.10525 1.06287 0.64132
11 S -2.63984 0.04169 0.92091
12 C -4.06148 1.02925 1.60160
13 C -3.66906 2.13566 2.71240
14 C -3.75519 1.61220 4.25208
15 S -2.07054 1.96728 5.02670
16 C -2.17856 -1.21245 2.26293
17 C -3.43567 -2.17145 2.59266
18 O -3.89036 -2.05268 3.99029
19 C -3.15042 -3.75582 2.36163
20 F -3.96527 -4.45209 3.35844
21 F -3.65066 -4.23138 1.08004
22 F -1.79685 -4.16019 2.61401
23 H 7.95922 -2.51891 3.73106
24 H 7.96822 -1.92023 1.91071
25 H 9.41959 -1.53569 3.01807
26 H 7.55273 -0.19379 4.56972
27 H 8.24646 0.59445 2.99416
28 H 5.08047 1.32098 3.69546
29 H 6.48710 1.90550 2.61363
30 H 5.04051 0.63623 0.52846
31 H 4.66705 2.39762 1.18538
32 H 2.82423 1.99583 0.00973
33 H 1.76305 2.36854 1.50798
34 H 0.99484 0.52205 -0.75406
35 H 1.74513 -0.62151 0.49349
36 H -1.11447 2.11073 1.11832
37 H -1.01672 1.23243 -0.51731
38 H -4.71394 1.45267 0.72919
39 H -4.76183 0.26099 2.14038
40 H -2.64973 2.64438 2.56183
41 H -4.46879 2.98549 2.62089
42 H -4.50352 2.30272 4.82430
43 H -4.06744 0.50799 4.32802
44 H -1.18911 0.98455 4.58213
45 H -1.71637 -0.70098 3.19365
46 H -1.31508 -1.83733 1.78257
47 H -4.35128 -1.89952 1.91731
48 H -3.22894 -1.52195 4.50220
49 C -7.00731 -4.66649 4.68557
50 C -8.05328 -3.82705 5.37005
51 N -8.88614 -3.15786 5.91527
52 H -6.01503 -4.25359 4.87822
53 H -7.04632 -5.69031 5.06298
54 H -7.18552 -4.67721 3.60841
55 C -4.65660 4.21580 7.52554
56 C -3.84881 4.81712 6.40570
57 N -3.20390 5.30732 5.50959
58 H -5.53150 3.70373 7.11952
59 H -4.04792 3.49736 8.07850
60 H -4.98833 5.00113 8.20763
61 C 3.50397 0.11756 -2.88172
62 C 3.20688 1.46224 -2.27250
63 N 2.96993 2.53340 -1.78351
64 H 3.68187 -0.61605 -2.09238
65 H 2.65855 -0.21139 -3.48950
66 H 4.39148 0.18312 -3.51298
67 C 6.20332 -2.86846 -3.34466
68 C 4.94132 -2.46735 -4.06302
69 N 3.92361 -2.14431 -4.64001
70 H 6.72454 -1.97927 -2.98444
71 H 5.95903 -3.50725 -2.49302
72 H 6.86091 -3.41634 -4.02319
73 C -0.13170 -1.31244 -6.55413
74 C 1.25546 -1.66412 -6.07957
75 N 2.36949 -1.94709 -5.69108
76 H -0.85594 -1.50831 -5.76066
77 H -0.17579 -0.25524 -6.82372
78 H -0.39122 -1.91299 -7.42795
79 C 2.59881 -5.26783 -2.14365
80 C 3.97590 -5.62758 -1.65217
81 N 5.07381 -5.91277 -1.26177
82 H 1.86263 -5.46131 -1.36068
83 H 2.56459 -4.20964 -2.41182
84 H 2.34992 -5.86595 -3.02247
85 C 9.82384 -0.53396 -0.62097
86 C 8.32733 -0.62150 -0.76030
87 N 7.13480 -0.69116 -0.87064
88 H 10.18952 -1.36454 -0.01365
89 H 10.29206 -0.57977 -1.60631
90 H 10.09778 0.40707 -0.13975
91 C -2.95678 4.01328 -2.56339
92 C -2.39762 2.61652 -2.63628
93 N -1.95103 1.50286 -2.69450
94 H -3.52709 4.13772 -1.64047
95 H -2.14361 4.74029 -2.57987
96 H -3.61404 4.19564 -3.41510
97 C -1.17463 8.20010 -4.12673
98 C -2.37103 7.32850 -3.85121
99 N -3.32477 6.63435 -3.63153
100 H -1.06868 8.35626 -5.20218
101 H -1.29932 9.16783 -3.63672
102 H -0.27037 7.72149 -3.74534
103 C -3.98430 0.03619 -5.12451
104 C -3.55177 -0.39499 -6.50141
105 N -3.21211 -0.73948 -7.60765
106 H -4.80797 0.74928 -5.20004
107 H -4.31550 -0.83028 -4.55033
108 H -3.14973 0.50993 -4.60397
109 C -7.45664 -2.52720 -3.06107
110 C -6.22718 -1.73764 -2.69748
111 N -5.24700 -1.10835 -2.40774
112 H -7.78417 -3.12000 -2.20463
113 H -8.26078 -1.84891 -3.35342
114 H -7.23503 -3.19712 -3.89433


No. 2
DFT (ωB97M-V with the def2-TZVPD basis set) results for C35H60BrN2OS2Si3Ti as an isolated structure.

## Properties
* <S²>: 0.760
* max |F|: 3.3 eV/A
* 2S+1: 2
* electronic energy: -6642.9203 Eh
* LUMO level (alpha / beta): -0.31 / -0.46 eV
* charge: 0
* frontier orbital gap (alpha / beta): 6.8 / 7.5 eV
* relative energy (zero: lowest compared OMol25 entry of this formula, charge and spin): 107.2 kJ/mol

Cartesian coordinates (Å):
1 Ti 1.12385 -0.89807 -1.32651
2 C 3.26280 -2.43106 2.26705
3 C 2.89522 -1.57957 1.08234
4 N 1.89270 -1.91885 0.29975
5 N 1.21755 -3.05540 0.71437
6 C 0.41550 -3.59180 -0.13124
7 S 0.15433 -3.07488 -1.75681
8 S -0.51916 -4.99188 0.45551
9 C -1.72102 -4.08527 1.53270
10 C -1.23488 -3.92453 2.94026
11 C -0.60131 -2.75626 3.34835
12 C -0.09907 -2.63807 4.63558
13 C -0.23236 -3.68417 5.53607
14 C -0.87359 -4.85028 5.14022
15 C -1.37214 -4.96763 3.85286
16 C 3.63852 -0.35384 0.86236
17 C 4.80463 -0.07646 1.59737
18 C 5.50330 1.09849 1.44007
19 C 5.05443 2.05728 0.53366
20 C 3.91365 1.82050 -0.20334
21 C 3.20733 0.62598 -0.06314
22 O 2.11362 0.41722 -0.77739
23 H 2.56041 -3.24955 2.36808
24 H 3.24295 -1.82457 3.17387
25 H 4.26734 -2.83989 2.14620
26 H -2.62153 -4.69563 1.48622
27 H -1.90660 -3.13145 1.04072
28 H -0.50036 -1.94021 2.64477
29 H 0.40169 -1.72372 4.93261
30 H 0.15180 -3.58939 6.54364
31 H -0.98489 -5.67248 5.83577
32 H -1.86697 -5.88149 3.54384
33 H 5.16443 -0.81679 2.29841
34 H 6.40583 1.27628 2.00931
35 H 5.59444 2.98604 0.40564
36 H 3.55048 2.55013 -0.91591
37 C -2.69570 0.28314 3.27502
38 C -1.71588 1.43865 3.00872
39 C -0.30742 0.98347 3.43676
40 C -2.11914 2.63115 3.89089
41 Si -1.76854 1.92119 1.14143
42 Br -0.94063 -0.12709 0.14037
43 C -3.51895 2.05926 0.34413
44 C -4.35807 3.07019 1.14394
45 C -3.41782 2.54262 -1.11079
46 C -4.26717 0.71610 0.31820
47 C -0.54071 3.30083 0.59317
48 C -0.12345 3.15131 -0.87712
49 C 0.73857 3.25784 1.44200
50 C -1.19072 4.68280 0.77973
51 H -2.56472 -0.07563 4.29915
52 H -2.52238 -0.56017 2.60369
53 H -3.72832 0.61824 3.17374
54 H -0.38691 0.41480 4.36675
55 H 0.34793 1.83250 3.62190
56 H 0.16667 0.34030 2.69471
57 H -2.06418 2.33161 4.94099
58 H -3.13896 2.96277 3.69013
59 H -1.45125 3.48487 3.75336
60 H -3.84429 4.02692 1.26387
61 H -4.60276 2.68588 2.13606
62 H -5.30021 3.25678 0.62213
63 H -3.03327 3.55960 -1.18378
64 H -4.41631 2.53950 -1.55656
65 H -2.78854 1.88121 -1.70926
66 H -4.43979 0.32391 1.31805
67 H -3.72568 -0.03619 -0.25553
68 H -5.24054 0.86432 -0.15739
69 H 0.46638 2.25447 -1.03554
70 H 0.49743 4.01266 -1.14517
71 H -0.97455 3.13104 -1.55691
72 H 1.21820 2.27735 1.40594
73 H 0.54005 3.52142 2.48205
74 H 1.45253 3.98621 1.04646
75 H -2.03195 4.82897 0.10241
76 H -0.45276 5.45906 0.56088
77 H -1.54160 4.83210 1.80454
78 C 3.84334 0.32373 -3.45412
79 Si 2.40887 -0.72768 -4.13108
80 C 2.97791 -2.50054 -3.73208
81 C 2.41656 -0.53310 -6.01757
82 C 0.79950 -0.22301 -3.30303
83 Si -0.75499 -0.76142 -4.20969
84 C -0.59458 -2.40134 -5.14714
85 C -1.20325 0.54654 -5.51586
86 C -2.33333 -0.88128 -3.14890
87 H 4.71523 0.23986 -4.10695
88 H 4.14495 -0.01702 -2.46191
89 H 3.58368 1.38234 -3.37695
90 H 4.01310 -2.62958 -4.05890
91 H 2.37330 -3.25697 -4.23549
92 H 2.94473 -2.71499 -2.66002
93 H 3.43519 -0.53872 -6.41170
94 H 1.94448 0.40542 -6.31666
95 H 1.86772 -1.34514 -6.49928
96 H 0.79888 0.87448 -3.25609
97 H -0.09571 -2.24488 -6.10592
98 H -1.58461 -2.81537 -5.34789
99 H -0.03465 -3.15596 -4.59316
100 H -0.54588 0.44784 -6.38356
101 H -1.09699 1.56410 -5.13249
102 H -2.23202 0.41932 -5.86107
103 H -2.26078 -1.63863 -2.37035
104 H -3.18135 -1.15120 -3.78487
105 H -2.56675 0.07849 -2.68364


No. 3
DFT (ωB97M-V with the def2-TZVPD basis set) results for a 4-piece molecular cluster, C35H61N4O6 overall.

## Properties
* max |F|: 0.6 eV/A
* 2S+1: 1
* electronic energy: -2040.3928 Eh
* LUMO level: -2.41 eV
* charge: +1
* frontier orbital gap: 8.4 eV

Cartesian coordinates (Å):
1 C -3.78884 -4.32215 -1.89576
2 C -2.45998 -4.74611 -1.25298
3 C -1.37692 -3.69025 -1.36837
4 N -1.74683 -2.54060 -0.52070
5 C -0.99994 -1.37567 -0.57456
6 C -1.42542 -0.08585 -0.40503
7 C -2.78599 0.45289 -0.13610
8 C -3.16037 0.52192 1.37351
9 N -4.39982 -0.12258 1.78030
10 C -4.52547 -1.55014 1.49104
11 C -3.62872 -2.40632 2.37285
12 C -5.53036 0.64749 1.39150
13 C -6.76269 0.47777 2.23588
14 O -5.46086 1.42511 0.46440
15 N -0.29872 0.72400 -0.49698
16 C -0.31520 2.17990 -0.42661
17 C -0.71626 2.84683 -1.78030
18 C -1.16960 1.88903 -2.85417
19 C -2.51091 1.80447 -3.19970
20 C -2.94247 0.91293 -4.16594
21 C -2.02880 0.09683 -4.81453
22 C -0.68266 0.18335 -4.49056
23 C -0.25897 1.07346 -3.52433
24 C 0.79046 -0.00867 -0.68761
25 C 2.19896 0.43783 -0.77937
26 C 2.82371 0.81641 0.61028
27 C 3.91876 -0.15680 1.04345
28 O 1.82808 0.95422 1.61297
29 N 0.36631 -1.28718 -0.74627
30 O 1.21307 -2.35228 -0.86955
31 H -3.61815 -3.70595 -2.77962
32 H -4.36283 -5.19576 -2.19496
33 H -4.40634 -3.76039 -1.19405
34 H -2.62574 -4.92241 -0.18894
35 H -2.10484 -5.67186 -1.70097
36 H -1.23631 -3.39143 -2.41362
37 H -0.43875 -4.09557 -1.00072
38 H -2.69926 -2.27180 -0.74520
39 H -2.80867 1.46721 -0.52400
40 H -3.53415 -0.09011 -0.71047
41 H -2.34097 0.13520 1.97854
42 H -3.27554 1.57325 1.62818
43 H -4.36930 -1.76276 0.42566
44 H -5.55756 -1.83025 1.70047
45 H -2.59386 -2.07227 2.35736
46 H -3.68416 -3.44507 2.05208
47 H -3.99522 -2.35413 3.39705
48 H -7.26066 -0.45746 1.97738
49 H -6.47603 0.39190 3.28160
50 H -7.43273 1.31430 2.07493
51 H -1.02043 2.45401 0.35235
52 H 0.66725 2.50684 -0.10450
53 H 0.12955 3.42723 -2.14672
54 H -1.52215 3.55195 -1.58446
55 H -3.24294 2.43814 -2.71503
56 H -3.99251 0.85907 -4.41824
57 H -2.34581 -0.58987 -5.58700
58 H 0.03145 -0.43963 -5.01177
59 H 0.79929 1.15638 -3.30462
60 H 2.79678 -0.35244 -1.22330
61 H 2.23746 1.30643 -1.43586
62 H 3.25160 1.81352 0.53208
63 H 4.69272 0.39161 1.58007
64 H 3.53352 -0.89985 1.74224
65 H 4.40905 -0.64332 0.20362
66 H 1.61498 0.08196 1.96245
67 H 1.49677 -2.36950 -1.79605
68 C 7.52352 2.74010 3.32113
69 C 8.01898 1.71858 4.34204
70 C 7.78328 0.40739 3.60536
71 O 7.94115 0.69214 2.21075
72 C 7.98030 2.10864 2.01271
73 H 7.92681 3.74041 3.46782
74 H 6.43294 2.80452 3.35228
75 H 9.08496 1.86072 4.52873
76 H 7.49796 1.76273 5.29667
77 H 6.76848 0.02973 3.77326
78 H 8.48668 -0.37370 3.89372
79 H 9.00605 2.40001 1.76649
80 H 7.33579 2.36727 1.17054
81 C 8.29547 -4.07616 -0.37638
82 C 9.22301 -2.92561 0.01085
83 C 8.48290 -2.31838 1.19561
84 O 7.79192 -3.40130 1.82957
85 C 7.81790 -4.55473 0.98911
86 H 8.78551 -4.86213 -0.94869
87 H 7.45380 -3.70047 -0.96373
88 H 10.19194 -3.31680 0.32697
89 H 9.39157 -2.20751 -0.79006
90 H 7.75114 -1.57250 0.87425
91 H 9.14733 -1.84689 1.91833
92 H 8.50880 -5.29101 1.41294
93 H 6.82017 -4.99575 0.96442
94 C -8.11677 3.29425 -0.55916
95 C -8.47483 3.91218 -1.90990
96 C -8.46761 5.39888 -1.57791
97 O -7.49400 5.57043 -0.54677
98 C -7.10802 4.30085 -0.02106
99 H -7.70346 2.29040 -0.62748
100 H -9.00057 3.26235 0.08284
101 H -7.69936 3.68348 -2.64473
102 H -9.43077 3.57577 -2.30788
103 H -9.44348 5.72593 -1.20434
104 H -8.19599 6.02738 -2.42639
105 H -6.09488 4.06410 -0.36334
106 H -7.09772 4.35765 1.06872


No. 4
DFT (ωB97M-V with the def2-TZVPD basis set) results for a 7-piece molecular cluster, C35H62BN7O6P overall.

## Properties
* max |F|: 7.4 eV/A
* 2S+1: 1
* electronic energy: -2571.6685 Eh
* LUMO level: 1.37 eV
* charge: -1
* frontier orbital gap: 5.8 eV

Cartesian coordinates (Å):
1 C 3.45408 -0.42760 -1.54840
2 C 2.26256 0.32482 -2.33557
3 O 2.26373 0.24339 -3.60102
4 O 1.28635 1.00299 -1.54543
5 C 1.03710 2.35573 -2.02940
6 C -0.48511 2.76581 -1.62411
7 C -1.53904 2.12024 -2.70000
8 C -2.75512 1.32078 -1.94792
9 C -3.86373 2.46092 -1.60259
10 C -5.06537 1.93580 -0.67365
11 C -6.02736 0.84629 -1.35774
12 P -7.11489 0.31545 0.15499
13 O -6.38176 -0.80137 0.96983
14 O -5.48190 -0.38360 -1.85970
15 B -6.66095 -1.12477 -2.41445
16 O -7.58629 -0.02218 -2.85341
17 C -7.15670 1.30586 -2.42768
18 N -6.80368 2.27821 -3.51746
19 C -5.86579 1.78143 -4.30654
20 O -4.70832 1.42285 -4.66103
21 H 3.03952 -1.47239 -1.27166
22 H 3.73194 0.10594 -0.56893
23 H 4.36198 -0.57866 -2.22964
24 H 1.79347 3.11993 -1.59460
25 H 1.09005 2.46130 -3.17867
26 H -0.50569 3.92583 -1.66592
27 H -0.70117 2.43416 -0.54940
28 H -1.96097 2.94164 -3.38117
29 H -0.91045 1.42044 -3.35548
30 H -3.18404 0.47258 -2.58530
31 H -2.27709 0.87051 -1.00053
32 H -3.28788 3.25305 -0.97076
33 H -4.21224 3.03731 -2.54611
34 H -5.65183 2.85684 -0.31572
35 H -4.62758 1.44461 0.28486
36 H -7.32046 1.51420 0.94498
37 H -8.44121 -0.10369 -0.25840
38 H -7.16429 -1.94973 -1.69293
39 H -6.40786 -1.80369 -3.37871
40 H -7.99477 1.86794 -1.84488
41 C 2.51652 -4.15385 -4.66329
42 C 2.86235 -5.31344 -3.73602
43 C 2.81823 -4.92377 -2.25696
44 C 3.81358 -3.82953 -1.98618
45 N 4.60002 -2.96407 -1.77141
46 H 3.23619 -3.33537 -4.57185
47 H 2.53144 -4.48335 -5.70526
48 H 1.51916 -3.76168 -4.44456
49 H 3.85939 -5.68780 -3.99232
50 H 2.15727 -6.13169 -3.91060
51 H 3.05921 -5.78834 -1.63265
52 H 1.81871 -4.57469 -1.98165
53 C -4.20971 -0.63246 5.77823
54 C -5.58753 -0.90970 5.18578
55 C -5.66532 -0.60132 3.68822
56 C -5.36821 0.85375 3.45157
57 N -5.13402 2.00558 3.26660
58 H -3.94289 0.42554 5.69989
59 H -4.19251 -0.89330 6.83951
60 H -3.43926 -1.22076 5.27083
61 H -6.33204 -0.31494 5.72638
62 H -5.83833 -1.96255 5.34694
63 H -6.66357 -0.82778 3.30851
64 H -4.94675 -1.20885 3.13238
65 C 0.34173 -0.02607 5.73292
66 C 0.01355 0.35957 7.17152
67 C -0.05242 -0.84673 8.11123
68 C -1.12759 -1.79325 7.65257
69 N -1.97871 -2.53831 7.28887
70 H -0.42988 -0.66939 5.30183
71 H 0.40657 0.86662 5.10582
72 H 1.30010 -0.55225 5.67680
73 H -0.94223 0.89365 7.18608
74 H 0.77604 1.05478 7.53614
75 H -0.27640 -0.51822 9.12962
76 H 0.90586 -1.37379 8.12812
77 C 7.03654 4.25742 0.75325
78 C 6.86611 2.75849 0.97713
79 C 6.18010 2.05501 -0.19557
80 C 4.80467 2.62793 -0.40212
81 N 3.71779 3.08079 -0.56470
82 H 6.07199 4.76299 0.65491
83 H 7.55530 4.71145 1.60155
84 H 7.62265 4.45475 -0.14972
85 H 6.28774 2.60055 1.89402
86 H 7.84990 2.30911 1.13632
87 H 6.09396 0.98389 0.00708
88 H 6.76210 2.18048 -1.11297
89 C 6.36429 -1.68109 3.01498
90 C 6.78510 -1.09211 4.35759
91 C 7.15452 0.39028 4.26774
92 C 8.31221 0.57253 3.32458
93 N 9.22748 0.71531 2.57983
94 H 7.17766 -1.64338 2.28531
95 H 6.08273 -2.73049 3.13211
96 H 5.50565 -1.14225 2.60206
97 H 7.63535 -1.66336 4.74470
98 H 5.96480 -1.21285 5.07158
99 H 7.43492 0.76866 5.25433
100 H 6.30396 0.97702 3.90880
101 C -0.97931 -0.52527 -7.69153
102 C -1.88011 -0.23677 -6.49487
103 C -1.26147 -0.67330 -5.16547
104 C -1.01148 -2.15618 -5.18104
105 N -0.81279 -3.32825 -5.19247
106 H -0.79772 -1.59700 -7.81063
107 H -1.44804 -0.17155 -8.61375
108 H -0.01307 -0.02173 -7.58557
109 H -2.83886 -0.74440 -6.64214
110 H -2.08738 0.83671 -6.45637
111 H -1.93760 -0.43338 -4.34044
112 H -0.31540 -0.15147 -4.99192


What is the max |F| in the fourth record? 7.4 eV/A


max |F| of number 4 (C35H62BN7O6P)? 7.4 eV/A